Density functional theory data (wB97M-V/def2-TZVPD) for a structure of composition C33H69BClF5IN3NaO19P3S in a non-equilibrium geometry.

Values from the calculation:
HOMO-LUMO gap   1.52 eV
E_LUMO   -4.26 eV
Max |F|   3.3 eV/A
Molar mass   1228.05 g mol⁻¹

The geometry in ORCA input format:
```
! wB97M-V def2-TZVPD RIJCOSX def2/J DEFGRID3
* xyz 0 1
C -3.20 4.12 2.54
C -3.71 2.88 3.33
C -3.43 1.50 2.64
C -4.77 0.96 2.05
C -4.59 0.22 0.70
C -4.95 1.08 -0.52
C -4.20 2.43 -0.57
C -3.23 2.57 -1.75
C -1.84 1.91 -1.61
C -0.67 2.88 -1.32
C 0.58 2.62 -2.19
C 1.95 2.53 -1.47
C 2.42 1.06 -1.37
C 3.50 0.94 -0.30
C 4.19 -0.43 -0.10
C 3.66 -1.47 0.91
C 2.68 -2.50 0.32
C 2.46 -2.37 -1.19
C 1.43 -3.34 -1.80
P 3.45 -4.24 0.56
O 2.28 -5.35 0.38
O 4.59 -4.38 -0.62
O 1.41 -2.59 1.02
S 0.47 -1.29 0.64
O -0.79 -1.61 1.20
O 1.19 -0.02 1.54
C 1.99 -0.28 2.64
Cl 0.98 -1.18 3.83
P 1.93 1.43 3.49
O 0.53 1.82 3.50
O 2.75 2.64 2.65
O 2.47 1.39 5.02
C 3.37 -0.94 2.36
C 4.54 0.02 2.69
O 5.77 -0.65 2.49
C 6.90 0.17 2.67
C 8.00 -0.64 3.37
P 3.88 -2.43 3.48
O 2.67 -3.50 3.46
I 3.93 -1.70 5.87
H -2.59 4.79 3.14
H -4.03 4.68 2.11
H -2.58 3.79 1.70
H -3.25 2.92 4.31
H -4.78 3.00 3.45
H -2.74 1.66 1.81
H -3.01 0.86 3.40
H -5.14 0.22 2.77
H -5.51 1.75 1.96
H -5.27 -0.63 0.72
H -3.60 -0.23 0.58
H -6.03 1.22 -0.58
H -4.67 0.53 -1.43
H -3.68 2.63 0.35
H -4.96 3.21 -0.66
H -3.71 2.12 -2.62
H -3.10 3.64 -1.92
H -1.65 1.41 -2.56
H -1.86 1.14 -0.83
H -0.46 2.85 -0.25
H -1.04 3.88 -1.55
H 0.63 3.38 -2.97
H 0.41 1.67 -2.71
H 2.69 3.12 -2.00
H 1.78 2.92 -0.46
H 1.53 0.48 -1.17
H 2.88 0.82 -2.33
H 4.29 1.64 -0.58
H 3.11 1.32 0.64
H 4.32 -0.88 -1.09
H 5.22 -0.21 0.20
H 4.55 -2.09 1.11
H 3.41 -2.60 -1.68
H 2.21 -1.38 -1.55
H 1.92 -4.08 -2.44
H 0.74 -2.79 -2.43
H 0.83 -3.87 -1.06
H 2.16 -5.62 -0.55
H 5.43 -4.47 -0.15
H 3.45 2.98 3.20
H 3.02 2.15 5.23
H 4.52 0.33 3.74
H 4.54 0.91 2.05
H 6.66 1.04 3.29
H 7.29 0.45 1.68
H 8.78 -0.95 2.67
H 7.60 -1.52 3.88
H 8.46 0.00 4.12
H 3.03 -4.40 3.46
C -5.83 0.18 -7.17
C -5.59 0.32 -5.86
C -4.24 0.71 -5.34
O -4.09 0.83 -4.14
C -3.17 0.93 -6.31
C -3.41 0.78 -7.61
C -4.77 0.41 -8.13
O -4.92 0.32 -9.34
O -2.48 0.96 -8.55
O -6.52 0.11 -4.94
H -6.80 -0.11 -7.55
H -2.19 1.19 -5.92
H -2.92 0.80 -9.40
H -6.10 0.27 -4.08
C -5.42 -3.11 -5.46
O -6.48 -2.91 -6.10
O -5.66 -3.93 -4.30
O -4.26 -2.80 -5.69
H -6.62 -4.01 -4.40
O 10.09 -2.51 1.14
H 10.42 -2.93 1.97
H 10.08 -3.14 0.38
H 10.60 -1.69 0.92
C 8.06 0.11 7.88
C 9.18 -0.21 7.02
N 10.07 -0.44 6.32
H 7.22 0.48 7.30
H 7.72 -0.77 8.42
H 8.32 0.87 8.62
N -6.79 4.77 0.43
H -6.27 5.40 -0.16
H -6.21 4.50 1.22
H -7.62 5.34 0.81
H -7.07 3.95 -0.09
B -5.56 -1.64 5.18
F -6.37 -1.57 4.02
F -6.26 -1.11 6.28
F -5.23 -2.98 5.43
F -4.38 -0.89 4.97
O 4.07 -2.51 -3.89
H 4.77 -3.05 -3.50
Na 3.72 4.63 3.13
N -5.21 -6.08 -6.32
H -5.27 -5.63 -7.24
H -6.04 -6.65 -6.17
H -4.38 -6.66 -6.27
H -5.17 -5.33 -5.58
F -7.39 6.72 1.46
*
```

=====

Density functional theory data (wB97M-V/def2-TZVPD) for a cluster of 2 separate species, C4H12O in total in a non-equilibrium geometry.

Values from the calculation:
HOMO-LUMO gap   11.38 eV
SMILES   CCO.CC
E_LUMO   1.01 eV
Max |F|   1.8 eV/A
Molar mass   76.14 g mol⁻¹
ΔE to the lowest compared entry with this formula, charge and spin   15.5 kcal per mole

The geometry in ORCA input format:
```
! wB97M-V def2-TZVPD RIJCOSX def2/J DEFGRID3
* xyz 0 1
C -0.54 -0.22 -1.33
C -0.61 -1.75 -1.10
O 0.33 0.15 -2.37
H -1.56 0.18 -1.48
H -0.17 0.29 -0.44
H -1.56 -2.16 -1.45
H 0.01 -0.16 -3.23
H -0.43 -2.04 -0.07
H 0.11 -2.20 -1.79
C 0.77 0.29 2.35
C 0.10 1.61 2.21
H 1.68 0.26 2.98
H 0.18 -0.47 2.88
H 1.02 -0.18 1.41
H -0.24 2.10 3.12
H -0.79 1.50 1.58
H 0.64 2.36 1.62
*
```